# 1
The molecule C4H9NO, computed with ωB97M-V/def2-TZVPD.

Last column: natural (NBO) charge in e.
Atoms and positions in Å:
C: 1.95666 0.21047 -0.38322  -0.414
N: 0.73518 0.03506 0.38227  -0.438
C: -0.33555 0.99551 0.04381  -0.244
C: -1.33382 -0.14411 -0.22709  0.058
O: -2.23393 -0.58208 0.96718  -0.773
C: -0.17417 -1.08739 0.00769  -0.314
H: 2.47219 1.12868 -0.06843  0.202
H: 2.64026 -0.62490 -0.19832  0.205
H: 1.78598 0.27890 -1.47618  0.156
H: -0.08711 1.59481 -0.84712  0.193
H: -0.63270 1.67257 0.85156  0.196
H: -2.03324 -0.13988 -1.06190  0.209
H: -2.12437 -0.06097 1.78310  0.477
H: -0.84279 -1.41388 0.90113  0.284
H: 0.20741 -1.86278 -0.67448  0.203

The LUMO energy comes out at 1.03 eV. The molar mass comes out at 87.12 g/mol. As for the relative energy (zero: lowest compared OMol25 entry of this formula, charge and spin): 3.828 eV. The SMILES is CN1CC(O)C1. The calculation puts the orbital gap at 9.477 eV. The value obtained for the electronic energy is -7828.492 eV. The calculation puts the maximum force at 3.5 eV/Å.

# 2
The molecule C4H9NO, computed with ωB97M-V/def2-TZVPD.

Last column: natural (NBO) charge in e.
Atoms and positions in Å:
O: -2.73447 0.64174 -0.01834  -0.517
C: -1.94051 -0.29810 -0.25246  0.409
C: -0.55371 -0.45630 0.37829  -0.166
C: 0.48922 0.34366 -0.36261  -0.405
C: 1.96449 -0.04544 -0.85976  -0.593
N: -0.53513 0.09647 1.77026  -0.858
H: -1.96490 -0.58389 -1.36019  0.116
H: -0.24406 -1.56837 0.34894  0.212
H: 0.04573 0.69561 -1.30942  0.199
H: 0.58457 1.28477 0.26059  0.227
H: 1.94339 -1.11968 -1.32400  0.200
H: 2.61833 -0.08758 -0.02633  0.208
H: 2.36094 0.70506 -1.60536  0.221
H: -1.11964 0.96391 1.85951  0.380
H: -0.91424 -0.57185 2.50089  0.366

The LUMO energy comes out at 0.46 eV. The molar mass comes out at 87.12 g/mol. As for the relative energy (zero: lowest compared OMol25 entry of this formula, charge and spin): 2.622 eV. The SMILES is CC[C@@H](N)C=O. The calculation puts the orbital gap at 9.899 eV. The value obtained for the electronic energy is -7829.698 eV. The calculation puts the maximum force at 5.4 eV/Å.

# 3
A cluster of 3 separate species, C4H9NO in total, computed with ωB97M-V/def2-TZVPD.

Last column: natural (NBO) charge in e.
Atoms and positions in Å:
C: -1.01185 -0.75679 0.60082  -0.277
N: -0.29078 0.35190 0.30829  -0.314
C: -1.04740 1.46961 -0.25499  -0.406
C: 0.95272 0.17141 -0.23497  -0.226
C: 1.95113 -0.71444 0.36389  0.373
O: 3.12145 -0.71060 0.03862  -0.545
H: -0.57027 -1.40244 -0.83257  -0.004
H: -2.05478 -0.59573 0.86183  0.207
H: -0.51257 -1.56013 1.13137  0.207
H: -1.96595 1.61653 0.31595  0.213
H: -0.44841 2.38059 -0.20472  0.217
H: -1.29537 1.24919 -1.30095  0.210
H: 1.36506 1.02449 -0.76637  0.226
H: 0.22546 -1.10390 -1.16612  0.012
H: 1.58156 -1.41967 1.13993  0.105

The LUMO energy comes out at 0.43 eV. The molar mass comes out at 87.12 g/mol. As for the relative energy (zero: lowest compared OMol25 entry of this formula, charge and spin): 4.601 eV. The calculation puts the orbital gap at 9.108 eV. The value obtained for the electronic energy is -7827.719 eV. The calculation puts the maximum force at 0.4 eV/Å.

# 4
A cluster of 2 separate species, C4H9NO in total, computed with ωB97M-V/def2-TZVPD.

Last column: natural (NBO) charge in e.
Atoms and positions in Å:
C: -1.91485 -0.07794 -0.46186  -0.675
C: -1.04507 -0.92225 0.41162  0.004
O: -0.39002 0.44692 1.83890  -0.632
C: 0.66226 0.68961 1.18494  0.459
N: 0.86645 0.03152 0.09460  -0.539
C: 2.00217 0.21512 -0.77513  -0.420
H: -2.22821 0.82754 0.06105  0.238
H: -1.41659 0.19425 -1.39418  0.219
H: -2.81936 -0.65707 -0.69906  0.228
H: -1.50431 -1.25616 1.33456  0.203
H: -0.51693 -1.72761 -0.08646  0.196
H: 1.36445 1.45201 1.55152  0.148
H: 2.56994 -0.71761 -0.87959  0.192
H: 2.69109 0.98517 -0.40134  0.189
H: 1.67899 0.51649 -1.77959  0.190

The LUMO energy comes out at 0.49 eV. The molar mass comes out at 87.12 g/mol. As for the relative energy (zero: lowest compared OMol25 entry of this formula, charge and spin): 3.823 eV. The calculation puts the orbital gap at 9.353 eV. The value obtained for the electronic energy is -7828.497 eV. The calculation puts the maximum force at 0.4 eV/Å.

# 5
The molecule C4H9NO, computed with ωB97M-V/def2-TZVPD.

Last column: natural (NBO) charge in e.
Atoms and positions in Å:
C: -2.11127 0.51039 0.14653  -0.618
C: -1.27464 -0.46492 -0.68302  -0.218
N: 0.17935 -0.23400 -0.54503  -0.643
C: 0.98214 -0.60705 0.47393  0.698
O: 0.77475 -1.35709 1.40205  -0.616
C: 2.37323 0.19206 0.28409  -0.761
H: -3.18874 0.35537 0.00284  0.214
H: -1.87624 1.53964 -0.14016  0.204
H: -1.89041 0.38617 1.21083  0.220
H: -1.49681 -1.49654 -0.37088  0.220
H: -1.55790 -0.40296 -1.74090  0.202
H: 0.85366 0.44950 -0.89899  0.415
H: 2.63781 0.83728 -0.59450  0.211
H: 3.14705 -0.56679 0.30973  0.237
H: 2.44801 0.85895 1.14348  0.234

The LUMO energy comes out at 0.89 eV. The molar mass comes out at 87.12 g/mol. As for the relative energy (zero: lowest compared OMol25 entry of this formula, charge and spin): 1.178 eV. The SMILES is CCNC(C)=O. The calculation puts the orbital gap at 10.602 eV. The value obtained for the electronic energy is -7831.142 eV. The calculation puts the maximum force at 2.9 eV/Å.

# 6
The molecule C4H9NO, computed with ωB97M-V/def2-TZVPD.

Last column: natural (NBO) charge in e.
Atoms and positions in Å:
C: -0.18446 0.90337 1.11682  -0.243
C: -0.00851 0.04730 -0.01430  -0.047
C: -0.46810 0.69588 -1.30504  -0.611
C: -0.65959 -1.32748 0.18593  -0.624
N: 1.53569 -0.09719 0.09331  -0.104
O: 2.30315 0.82005 0.52089  -0.355
H: 0.26104 0.62138 2.07255  0.170
H: -0.25101 1.91799 0.90631  0.175
H: -1.33871 1.39211 -1.25018  0.222
H: -0.76984 -0.10021 -1.85702  0.202
H: 0.39794 1.15710 -1.83927  0.231
H: -0.87885 -1.46143 1.29940  0.228
H: 0.07035 -2.21609 -0.18688  0.213
H: -1.52714 -1.41186 -0.45082  0.231
H: 1.51805 -0.94092 0.70830  0.311

The LUMO energy (spin up / spin down) comes out at 0.06 / 0.06 eV. The molar mass comes out at 87.12 g/mol. As for the relative energy (zero: lowest compared OMol25 entry of this formula, charge and spin): 6.162 eV. The calculation puts the orbital gap (spin up / spin down) at 8.492 / 9.028 eV. The value obtained for the electronic energy is -7826.158 eV. The calculation puts the maximum force at 3.3 eV/Å.

# 7
The molecule C4H9NO2, computed with ωB97M-V/def2-TZVPD.

Last column: natural (NBO) charge in e.
Atoms and positions in Å:
C: 0.30447 -2.05627 -1.06780  -0.618
C: 0.75699 -0.95402 -0.14539  -0.208
N: -0.13548 0.15308 -0.24146  -0.704
C: -1.24044 0.28508 0.57130  0.894
O: -1.95783 -0.60374 0.96118  -0.581
O: -1.35156 1.59735 0.88914  -0.515
C: -0.03998 2.28436 0.86248  -0.257
H: 0.28286 -1.66886 -2.09435  0.196
H: 0.96541 -2.92000 -1.02089  0.208
H: -0.71533 -2.32997 -0.77988  0.229
H: 0.76225 -1.25714 0.90757  0.206
H: 1.76761 -0.58457 -0.37522  0.185
H: -0.23985 0.61805 -1.12965  0.391
H: -0.33656 3.31281 0.97682  0.194
H: 0.55440 1.91360 1.70387  0.187
H: 0.62305 2.21026 -0.01771  0.192

The LUMO energy comes out at 0.75 eV. The molar mass comes out at 103.12 g/mol. As for the relative energy (zero: lowest compared OMol25 entry of this formula, charge and spin): 1.762 eV. The SMILES is CCNC(=O)OC. The calculation puts the orbital gap at 10.074 eV. The value obtained for the electronic energy is -9878.298 eV. The calculation puts the maximum force at 1.0 eV/Å.

# 8
The molecule C4H9NO2, computed with ωB97M-V/def2-TZVPD.

Last column: natural (NBO) charge in e.
Atoms and positions in Å:
C: -1.08920 1.44183 -0.08408  -0.617
C: -0.29888 0.19744 0.30008  -0.077
C: -1.05635 -1.09816 0.00460  -0.064
O: -0.31582 -2.23575 0.37355  -0.709
N: 0.97152 0.18017 -0.40382  -0.636
C: 2.19476 0.07040 0.18363  0.530
O: 3.25111 0.14311 -0.40881  -0.602
H: -0.52975 2.34584 0.17734  0.224
H: -2.06046 1.46833 0.41866  0.220
H: -1.27366 1.45337 -1.16528  0.205
H: -0.06927 0.21450 1.37186  0.205
H: -1.99076 -1.12980 0.57538  0.186
H: -1.31520 -1.11349 -1.06742  0.154
H: 0.49191 -2.23780 -0.15972  0.471
H: 0.97429 0.41627 -1.38898  0.400
H: 2.11577 -0.11627 1.27299  0.109

The LUMO energy comes out at 0.83 eV. The molar mass comes out at 103.12 g/mol. As for the relative energy (zero: lowest compared OMol25 entry of this formula, charge and spin): 0.887 eV. The SMILES is C[C@@H](CO)NC=O. The calculation puts the orbital gap at 10.780 eV. The value obtained for the electronic energy is -9879.174 eV. The calculation puts the maximum force at 0.4 eV/Å.

# 9
The molecule C4H9NO2, computed with ωB97M-V/def2-TZVPD.

Last column: natural (NBO) charge in e.
Atoms and positions in Å:
O: -2.17149 -0.47903 0.91596  -0.507
C: -1.64024 -0.13728 -0.10127  0.431
C: -0.37595 0.70885 -0.15776  -0.160
C: -0.28207 1.54255 -1.43338  -0.618
N: 0.81770 -0.17300 -0.07353  -0.627
C: 1.01285 -0.83201 1.19361  0.093
O: 0.98362 -2.24766 1.05093  -0.720
H: -2.01097 -0.40392 -1.11810  0.096
H: -0.33758 1.35418 0.72315  0.206
H: 0.76821 1.71452 -1.66363  0.233
H: -0.65764 0.92073 -2.25727  0.199
H: -0.82051 2.48173 -1.37334  0.221
H: 0.76834 -0.85799 -0.82323  0.372
H: 1.96509 -0.52673 1.63052  0.144
H: 0.25676 -0.50294 1.90898  0.163
H: 1.72387 -2.56201 1.57836  0.473

The LUMO energy comes out at 0.93 eV. The molar mass comes out at 103.12 g/mol. As for the relative energy (zero: lowest compared OMol25 entry of this formula, charge and spin): 2.069 eV. The SMILES is C[C@@H](C=O)NCO. The calculation puts the orbital gap at 9.806 eV. The value obtained for the electronic energy is -9877.991 eV. The calculation puts the maximum force at 0.9 eV/Å.

# 10
A structure of composition C4H9NO2, computed with ωB97M-V/def2-TZVPD.

Last column: natural (NBO) charge in e.
Atoms and positions in Å:
N: 1.04762 0.56825 1.48072  -0.835
C: 1.20312 -0.72721 1.07692  0.633
O: 1.93375 -1.53759 1.61432  -0.588
C: 0.32265 -1.11346 -0.08587  -0.215
C: -1.02791 -0.79296 -0.05250  -0.500
C: -1.31789 1.04503 -0.97771  0.128
O: -0.22689 1.64688 -1.20902  -0.630
H: 1.70224 0.89538 2.17653  0.404
H: 0.70079 1.25015 0.81335  0.413
H: 1.09397 -0.11052 -1.11588  -0.033
H: 0.68725 -1.95120 -0.67350  0.249
H: -1.70931 -1.39814 -0.64555  0.228
H: -1.41430 -0.44023 0.89886  0.235
H: -1.88848 0.64044 -1.82742  0.146
H: -1.92064 1.38160 -0.12709  0.157
H: 0.81404 0.64357 -1.34615  0.205

The LUMO energy comes out at -0.16 eV. The molar mass comes out at 103.12 g/mol. As for the relative energy (zero: lowest compared OMol25 entry of this formula, charge and spin): 4.513 eV. The calculation puts the orbital gap at 9.725 eV. The value obtained for the electronic energy is -9875.548 eV. The calculation puts the maximum force at 0.4 eV/Å.

# 11
The molecule C4H9NO2, computed with ωB97M-V/def2-TZVPD.

Last column: natural (NBO) charge in e.
Atoms and positions in Å:
C: 0.57145 -0.98697 1.84753  -0.623
C: 0.38174 -0.68399 0.37533  0.092
O: -0.90051 -1.18008 0.05071  -0.703
C: 0.51113 0.81443 0.04648  -0.253
N: 0.08833 1.05954 -1.32265  -0.627
C: -1.23594 1.07327 -1.67245  0.508
O: -2.16253 1.33076 -0.93763  -0.581
H: 1.58341 -0.75272 2.19021  0.209
H: 0.37860 -2.05123 2.00696  0.226
H: -0.15152 -0.41691 2.44001  0.217
H: 1.14827 -1.22052 -0.21117  0.146
H: -1.01890 -1.13550 -0.90485  0.464
H: -0.10643 1.41468 0.71927  0.227
H: 1.55216 1.14193 0.15578  0.205
H: 0.73948 0.80223 -2.05026  0.388
H: -1.37874 0.79109 -2.73327  0.105

The LUMO energy comes out at 0.66 eV. The molar mass comes out at 103.12 g/mol. As for the relative energy (zero: lowest compared OMol25 entry of this formula, charge and spin): 1.076 eV. The SMILES is C[C@@H](O)CNC=O. The calculation puts the orbital gap at 10.305 eV. The value obtained for the electronic energy is -9878.984 eV. The calculation puts the maximum force at 0.4 eV/Å.

# 12
The molecule C4H9NO2, computed with ωB97M-V/def2-TZVPD.

Last column: natural (NBO) charge in e.
Atoms and positions in Å:
C: 0.86043 -0.32612 1.14883  -0.923
C: -0.59856 -0.04158 0.93118  0.085
O: -1.35705 0.61185 1.94843  -0.746
C: -0.57353 0.84088 -0.32107  -0.517
C: 0.36036 0.04897 -1.19097  0.755
O: 1.64299 0.31404 -1.38841  -0.722
N: -0.17163 -0.81034 -2.04406  -0.743
H: 1.32759 0.55231 1.62872  0.183
H: 1.90194 0.26244 -0.40878  0.535
H: 1.05809 -1.21302 1.76141  0.193
H: -1.11376 -0.98155 0.65934  0.140
H: -0.96255 0.32146 2.78031  0.474
H: -1.54102 1.02908 -0.80677  0.212
H: -0.10402 1.79766 -0.07561  0.244
H: 0.43594 -1.41832 -2.57509  0.418
H: -1.16521 -0.98775 -2.04747  0.412

The LUMO energy comes out at 0.58 eV. The molar mass comes out at 103.12 g/mol. As for the relative energy (zero: lowest compared OMol25 entry of this formula, charge and spin): 3.954 eV. The calculation puts the orbital gap at 7.548 eV. The value obtained for the electronic energy is -9876.107 eV. The calculation puts the maximum force at 0.5 eV/Å.